The following is a quantum chemistry calculation of C46H39BN4O6P2Tl as an isolated structure, from OMol25.

HOMO level = -10.154 eV
HOMO-LUMO gap = 8.09 eV

```
! RIJCOSX wB97M-V def2-TZVPD def2/J DEFGRID3
* xyz 1 1
Tl -0.221 0.147 -2.530
C 1.205 6.415 -2.340
O 0.825 5.170 -2.957
C 1.858 4.416 -3.458
C 2.713 4.862 -4.446
C 3.741 4.031 -4.882
C 3.891 2.782 -4.315
C 2.998 2.305 -3.349
C 3.284 0.981 -2.796
N 2.422 0.107 -2.471
N 3.025 -1.095 -2.112
C 2.650 -1.737 -1.085
O 1.653 -1.292 -0.265
C 3.480 -2.937 -0.765
C 3.963 -3.179 0.515
C 4.821 -4.247 0.747
C 5.198 -5.078 -0.294
C 4.725 -4.833 -1.579
C 3.883 -3.763 -1.816
C 1.973 3.132 -2.923
O 1.122 2.718 -1.948
H 0.289 6.982 -2.203
H 1.887 6.967 -2.983
H 1.673 6.226 -1.374
H 2.580 5.849 -4.868
H 4.427 4.370 -5.646
H 4.702 2.137 -4.632
H 4.341 0.717 -2.721
H 3.705 -2.517 1.324
H 5.202 -4.418 1.746
H 5.874 -5.904 -0.113
H 5.021 -5.477 -2.397
H 3.523 -3.553 -2.815
C -1.884 -2.981 2.784
N -1.329 -2.059 1.811
P 0.326 -1.882 0.584
C 1.206 -2.617 1.962
C 1.884 -1.786 2.850
C 2.532 -2.337 3.944
C 2.513 -3.712 4.147
C 1.836 -4.537 3.260
C 1.168 -3.992 2.171
C -0.366 -3.048 -0.621
C 0.402 -4.072 -1.174
C -0.124 -4.881 -2.172
C -1.411 -4.665 -2.638
C -2.185 -3.653 -2.088
C -1.669 -2.855 -1.079
P -1.716 -0.533 1.599
C -3.287 -0.216 0.800
C -4.415 -0.677 1.484
C -5.670 -0.548 0.912
C -5.799 0.024 -0.349
C -4.679 0.478 -1.031
C -3.421 0.374 -0.453
C -1.676 0.518 3.036
C -2.440 1.679 3.112
C -2.315 2.505 4.220
C -1.441 2.169 5.243
C -0.680 1.007 5.170
C -0.795 0.182 4.066
H -1.169 -3.779 2.984
H -2.804 -3.447 2.420
H -2.097 -2.490 3.738
H 1.919 -0.717 2.672
H 3.065 -1.697 4.635
H 3.022 -4.138 5.001
H 1.826 -5.609 3.416
H 0.626 -4.634 1.489
H 1.401 -4.264 -0.819
H 0.478 -5.683 -2.582
H -1.816 -5.291 -3.423
H -3.196 -3.487 -2.436
H -2.291 -2.091 -0.636
H -4.310 -1.136 2.462
H -6.545 -0.896 1.445
H -6.779 0.123 -0.796
H -4.786 0.915 -2.017
H -2.543 0.765 -0.950
H -3.123 1.938 2.313
H -2.901 3.412 4.285
H -1.357 2.813 6.109
H -0.002 0.753 5.974
H -0.214 -0.731 3.995
O -0.190 0.695 -0.237
N -0.374 -0.349 0.638
O -1.242 3.211 -2.217
B -0.011 3.437 -1.591
O -0.134 4.207 -0.447
C -1.464 4.569 -0.427
C -2.108 5.387 0.467
C -3.466 5.617 0.239
C -4.122 5.053 -0.848
C -3.452 4.225 -1.751
C -2.123 3.987 -1.501
H -1.580 5.838 1.296
H -4.014 6.257 0.919
H -5.173 5.263 -1.002
H -3.947 3.806 -2.618
*
```